# 1
The following is a quantum chemistry calculation of a cluster of 2 separate species, C20H22N3O3S in total at a distorted geometry, from OMol25.

Summary:
Charge ... -1
Electronic energy ... -1563.501191 Eh
Orbital gap ... 5.515 eV

```
49
Properties=species:S:1:pos:R:3:forces:R:3
C -0.93161 -3.01223 1.36186 -0.530 -0.387 -0.017
C 0.29788 -2.22167 1.44409 2.687 2.032 0.416
N 0.46406 -1.26543 2.40862 -0.461 -0.516 -0.406
C 1.67499 -0.70181 2.17633 0.174 -1.613 -1.835
C 2.19240 0.39963 3.02420 0.034 0.167 0.185
C 2.24580 -1.36365 1.03657 -0.698 1.175 1.868
N 1.37063 -2.30333 0.60182 -1.285 -0.450 0.160
H -0.89668 -3.67621 0.49356 -0.136 0.020 0.094
H -1.05884 -3.60467 2.27743 -0.125 -0.032 -0.207
H -1.79043 -2.33397 1.27266 -0.011 -0.266 -0.031
H 3.16767 0.73791 2.66090 -0.044 0.038 0.094
H 1.49617 1.25095 3.02057 0.186 -0.078 0.029
H 2.29376 0.06645 4.06705 0.063 0.145 -0.129
H 3.20725 -1.14008 0.58662 -0.075 -0.231 -0.173
C 0.98852 -0.66984 -5.93982 -0.458 -0.649 0.444
O 0.13984 -1.66196 -5.32088 0.363 0.475 -0.448
C 0.60018 -2.38866 -4.26695 0.553 -0.399 0.805
C -0.32325 -3.30408 -3.70206 0.494 0.771 -0.633
C 0.02115 -4.01423 -2.57447 0.908 -0.041 0.676
C 1.29691 -3.84771 -1.98692 0.086 0.472 -0.655
C 1.67589 -4.55750 -0.76423 0.050 -0.734 0.558
N 2.90875 -4.71602 -0.45035 0.717 -1.114 0.230
S 3.38515 -5.82065 0.76754 -1.164 1.620 -0.607
C 5.08538 -5.34442 1.05339 0.270 0.022 0.061
C 6.13390 -6.03889 0.43778 -0.117 0.233 0.091
C 7.45192 -5.70932 0.75128 -0.243 0.067 0.092
C 7.73576 -4.70996 1.69047 -0.373 -0.066 -0.110
C 9.16204 -4.39189 2.04111 0.167 0.062 0.059
C 6.67406 -4.02362 2.29423 0.141 -0.205 -0.176
C 5.35287 -4.33430 1.98057 -0.048 -0.137 -0.139
O 2.65013 -5.54263 1.97729 0.331 -0.429 -0.249
O 3.38608 -7.14248 0.19600 0.135 0.014 0.080
C 2.24176 -3.01330 -2.60020 -0.412 -0.107 -0.079
C 1.90940 -2.27246 -3.72904 -0.801 -0.076 -0.374
H 0.34968 -0.24504 -6.71574 0.245 0.051 0.065
H 1.28802 0.10980 -5.22414 -0.079 -0.242 -0.131
H 1.87878 -1.13170 -6.39078 -0.198 0.098 0.126
H -1.29600 -3.40123 -4.17879 0.152 0.010 0.142
H -0.67719 -4.72086 -2.12517 0.075 0.235 -0.064
H 0.83190 -5.06362 -0.25790 0.504 0.207 0.092
H 5.91326 -6.82902 -0.27615 -0.023 0.147 0.159
H 8.27683 -6.24131 0.27064 -0.255 0.116 0.130
H 9.19963 -3.60219 2.79656 0.085 -0.098 -0.100
H 9.68000 -5.27439 2.43773 -0.108 0.155 -0.046
H 9.72397 -4.05607 1.16058 -0.111 -0.028 0.147
H 6.89086 -3.24434 3.02757 -0.104 -0.194 -0.207
H 4.52940 -3.80688 2.45643 0.082 -0.092 -0.115
H 3.23917 -2.95063 -2.16346 -0.347 0.060 -0.059
H 2.64530 -1.60758 -4.18805 -0.297 -0.206 0.186
```
Forces are in eV/Å.

***

# 2
The following is a quantum chemistry calculation of a structure of composition C20H22N4O2RhSSi, from OMol25.

Summary:
Charge ... +1
Electronic energy ... -1942.880252 Eh
Orbital gap ... 7.825 eV

```
51
Properties=species:S:1:pos:R:3:forces:R:3
Rh 0.65298 -0.67803 1.06248 0.814 0.257 -0.325
N 1.40431 -2.67575 1.06939 -0.288 -0.130 0.151
N 2.38230 -2.59273 2.09648 0.124 -0.107 0.012
C 2.01231 -1.81268 3.20943 0.064 -0.255 0.106
O 2.52896 -1.98682 4.27868 0.069 0.101 -0.016
O 1.11601 -0.88257 2.95127 -0.392 0.271 -0.156
H 0.69157 -3.37253 1.28851 -0.060 0.009 -0.109
H 1.84683 -2.92877 0.19267 0.072 -0.007 0.026
H 2.81486 -3.46674 2.36668 -0.061 -0.044 -0.026
C -1.91993 -5.29879 0.42746 0.016 0.004 0.005
C -1.67311 -4.45160 -0.64718 0.052 -0.003 0.033
C -1.58990 -3.08244 -0.44031 -0.057 -0.007 -0.017
C -1.74748 -2.54195 0.84136 -0.374 0.002 -0.070
C -1.98785 -3.40801 1.91273 0.070 0.004 0.002
C -2.08024 -4.77799 1.70558 0.081 -0.021 -0.012
Si -1.64607 -0.70700 1.11873 0.053 -0.263 0.463
C -2.54177 0.35894 -0.10308 0.060 0.064 -0.038
C -3.85246 0.69804 0.24949 -0.021 0.049 0.001
C -4.62670 1.49768 -0.57780 0.014 -0.010 -0.032
C -4.09986 1.97207 -1.77106 0.002 -0.016 0.031
C -2.80478 1.63566 -2.14095 0.005 -0.009 -0.014
C -2.03163 0.83625 -1.31276 -0.050 -0.107 -0.064
H -1.99489 -6.36624 0.26642 -0.009 0.005 0.001
H -1.56001 -4.85892 -1.64345 -0.004 0.002 0.002
H -1.42528 -2.42609 -1.28987 -0.035 -0.004 -0.001
H -2.10813 -3.00940 2.91416 -0.030 -0.003 -0.007
H -2.27997 -5.43865 2.53902 -0.005 0.001 -0.004
H -2.02667 -0.33849 2.49588 -0.100 -0.081 -0.005
H -4.27892 0.33970 1.18055 0.023 0.030 0.014
H -5.63730 1.75350 -0.28844 0.005 0.000 -0.005
H -4.69960 2.60286 -2.41394 -0.001 -0.008 -0.001
H -2.39732 1.99390 -3.07771 -0.004 0.002 0.010
H -1.02547 0.58279 -1.62660 0.023 0.029 0.024
N 2.64046 1.52108 2.32084 0.005 -0.042 -0.010
C 2.16276 1.88118 1.13574 -0.027 0.033 0.046
S 0.47912 1.55742 0.78544 -0.014 0.107 -0.091
N 2.98035 2.48439 0.28223 -0.001 0.151 0.047
C 2.74828 3.02468 -1.02334 -0.018 -0.058 -0.065
C 1.53816 3.57335 -1.42171 0.013 0.076 0.054
C 1.42483 4.09226 -2.70409 -0.001 0.001 -0.005
C 2.50394 4.08227 -3.57386 -0.002 -0.005 0.006
C 3.71803 3.55691 -3.15516 -0.001 0.009 -0.003
C 3.84133 3.02891 -1.88179 -0.001 -0.073 -0.007
H 2.05087 0.98284 2.94600 0.002 -0.043 0.014
H 3.60492 1.65961 2.58067 -0.001 0.015 -0.004
H 3.94521 2.55938 0.57678 -0.016 0.077 0.038
H 0.69733 3.63095 -0.74821 0.016 0.009 0.005
H 0.48348 4.52748 -3.01201 0.003 -0.008 -0.002
H 2.40458 4.49569 -4.56813 0.003 0.001 0.006
H 4.57266 3.55781 -3.81772 -0.004 -0.001 0.000
H 4.78885 2.61462 -1.55549 -0.011 -0.005 -0.007
```
Forces are in eV/Å.

***

# 3
The following is a quantum chemistry calculation of the molecule C20H22N4O2S at a distorted geometry, from OMol25.

Summary:
Electronic energy ... -1542.907502 Eh
Orbital gap ... 8.361 eV
Structure (SMILES) ... NCCNc1cc(N2CCS(=O)(=O)c3ccccc3C2)nc2ccccc12

```
49
Properties=species:S:1:pos:R:3:forces:R:3
N 3.26763 1.33211 3.92055 1.114 0.349 1.007
C 1.91753 0.93719 4.34201 -0.379 0.751 -1.833
C 0.72178 1.88983 3.94626 1.038 0.177 -0.317
N 0.86463 2.53488 2.63380 -0.598 -1.520 -0.180
C 0.79350 1.76999 1.42745 -0.472 0.881 3.817
C 0.32101 0.47730 1.43436 0.212 1.627 -0.551
C 0.24189 -0.20806 0.24740 1.161 0.643 -1.560
N -0.32561 -1.51542 0.29098 1.013 -0.072 0.304
C 0.38019 -2.45140 -0.54293 -1.110 -1.060 -0.283
C -0.19957 -3.89441 -0.42762 3.406 0.196 -0.898
S -1.63761 -4.18970 -1.39206 0.512 -2.221 -2.474
O -1.33600 -5.24574 -2.36034 0.644 2.233 -0.366
O -2.64324 -4.64238 -0.54027 -3.036 -0.323 3.210
C -2.26928 -2.61495 -2.03406 0.348 -1.093 -1.898
C -2.80312 -2.55444 -3.32184 0.459 -0.728 -2.287
C -3.24217 -1.38816 -3.98052 -0.617 -1.600 0.302
C -3.26254 -0.26462 -3.28768 1.569 2.589 4.187
C -2.72561 -0.30634 -1.92030 -0.088 -0.540 -0.329
C -2.23919 -1.47913 -1.26058 -1.333 2.649 -2.423
C -1.74271 -1.47686 0.11635 -1.272 1.046 2.133
N 0.74238 0.30089 -0.88569 -1.057 -2.081 -0.129
C 1.20146 1.55226 -0.95359 -0.504 0.330 3.027
C 1.66864 2.11756 -2.12639 -1.299 -1.406 -2.223
C 2.06147 3.39655 -2.17079 0.188 0.696 1.003
C 2.10012 4.19740 -1.01812 -0.760 -0.322 1.451
C 1.65221 3.66223 0.22081 0.932 2.527 -1.691
C 1.16873 2.36999 0.25948 1.309 -0.465 -2.847
H 3.99364 0.83651 4.49173 -1.128 0.710 -0.696
H 3.49739 1.12176 2.94921 -0.519 0.005 0.314
H 1.83514 0.90120 5.39884 0.338 -0.578 0.986
H 1.74640 0.01465 3.84595 -0.719 -1.329 0.203
H -0.22739 1.35195 3.97168 0.143 -0.329 0.031
H 0.61759 2.61764 4.75964 0.148 0.388 -0.596
H 1.27726 3.44986 2.65756 0.114 -0.340 -0.306
H -0.08707 0.12114 2.30822 -0.643 -1.211 1.727
H 0.31355 -2.14302 -1.55392 -0.027 0.256 -1.421
H 1.40591 -2.36310 -0.31474 1.249 -0.424 0.502
H 0.56453 -4.71884 -0.72416 -1.197 1.660 -0.206
H -0.30480 -4.14296 0.59307 -1.151 -0.080 1.205
H -2.79070 -3.34235 -4.08405 0.279 -0.679 1.191
H -3.69925 -1.26727 -4.95523 0.380 -1.149 -0.295
H -3.58222 0.65345 -3.78285 0.082 -0.006 0.626
H -2.62000 0.55632 -1.27517 -0.356 0.469 -0.409
H -2.04409 -0.60672 0.76116 -0.231 -0.405 -1.147
H -2.28934 -2.27694 0.60628 0.481 -0.672 0.345
H 1.44694 1.63112 -3.11969 0.638 0.013 1.390
H 2.27940 3.74693 -3.13664 0.472 0.973 -0.909
H 2.35311 5.24491 -1.13964 0.167 -0.106 0.340
H 1.63747 4.30723 1.12606 0.102 -0.431 -1.028
```
Forces are in eV/Å.

***

Q: Among the records above, which one has the lowest orbital gap?
A: C20H22N3O3S